C45H77ClIN9O9 | ωB97M-V/def2-TZVPD

Calculated values
total charge: 0
frontier orbital gap: 7.14 eV
lowest unoccupied orbital energy: -0.859 eV
structure (SMILES): C[C@@H](Cl)CC1=CC(=O)c2c(N)c(CCCCn3cccc3)cc(CCCI)c2C1=O.CNC(C)=O.CNC(C)=O.CNC(C)=O.CNC(C)=O.CNC(C)=O.CNC(C)=O.CNC(C)=O
maximum force: 2.0 eV/Å

The geometry in XYZ format:
```
142
C45H77ClIN9O9, DFT ωB97M-V/def2-TZVPD
I 2.49682 -6.64388 8.80850
Cl -2.81715 -3.33342 0.18228
O -7.82137 3.43752 -7.46728
O -4.27528 1.30289 -1.95410
O 3.55969 -6.35096 4.40688
O -3.34014 6.26695 -10.45015
O -4.72905 6.00219 -4.51636
O -2.28286 -2.35255 5.51387
O 0.57413 0.05547 2.36684
O 6.22553 4.55367 -0.38349
O 3.75965 -0.99731 -2.89070
N 3.11036 -0.08559 -0.95180
N 3.19593 -0.43395 7.17026
N 1.92285 -7.50043 3.40942
N -2.74549 1.43877 -0.32422
N 7.98462 3.39770 -1.14163
N -3.67780 8.45963 -10.74509
N 2.86516 -1.50551 2.63817
N -6.78606 2.58140 -9.25769
N -3.70071 5.14249 -6.30967
C -3.09922 7.41389 -10.10167
C 3.90651 -8.71079 4.20564
C -3.49051 -2.48401 2.75883
C -8.76506 1.43103 -8.36548
C 0.55004 -3.54436 5.45742
C 1.02850 -0.28229 7.37016
C -3.38985 3.48426 -1.52225
C -4.68018 5.12168 -5.36541
C 4.22489 -3.39066 4.31808
C 4.75111 -0.99594 5.26973
C 6.89846 2.68324 0.94600
C 2.09597 -2.21466 3.60754
C 2.04503 -0.29100 6.45702
C 2.73124 -3.12557 4.45505
C 6.99733 3.62081 -0.23288
C -6.55461 1.63981 -10.33704
C 0.05734 -0.98345 2.73507
C 4.59245 -0.52224 6.74336
C 3.97249 1.37942 -2.72584
C 2.92431 -0.49280 8.49944
C 1.92262 -3.77500 5.37923
C 3.61230 0.00725 -2.21207
C 1.56898 -0.38689 8.68449
C -3.51582 1.99763 -1.29750
C -1.53653 -2.36146 4.55345
C -7.76682 2.56099 -8.31662
C -5.67689 3.99682 -5.41330
C -4.97071 -4.09933 1.58130
C -3.50209 -3.69112 1.80913
C -2.16261 7.72696 -8.95907
C -3.47067 4.20407 -7.39148
C -1.33338 -1.38122 2.32712
C 2.86066 0.97920 0.00904
C -0.37254 -4.26526 6.46408
C 1.24511 -8.67268 2.88640
C 0.78410 -6.36095 7.51781
C 3.13212 -7.42990 4.02254
C -3.51926 9.87800 -10.48185
C 5.13023 -2.50602 5.20505
C -0.05623 -2.65437 4.58621
C 0.73899 -1.96948 3.66034
C 0.30038 -4.91121 7.70208
C -2.09933 -2.04192 3.18434
C 8.99031 2.35140 -1.14006
C -1.79032 2.09024 0.55611
H -1.31894 8.31914 -9.31538
H -3.07129 5.92354 -6.21640
H -1.78000 6.79746 -8.54629
H -1.72952 3.15605 0.36368
H 3.89479 -0.72185 4.65501
H 8.88663 1.69904 -0.27957
H 1.07293 -6.54795 6.47891
H -3.51699 4.75053 -8.33575
H -6.39076 4.11621 -4.60364
H -0.02886 -0.20584 7.14380
H 5.25232 -2.91214 6.21464
H 0.28322 -8.78334 3.38999
H 7.98835 4.06268 -1.89891
H -2.47076 3.78090 -7.27227
H -9.30860 1.44397 -9.31113
H -8.26073 0.47194 -8.24026
H 2.35981 -4.49477 6.06714
H -4.20216 3.40188 -7.40120
H 4.50289 -3.37564 3.25714
H -0.88675 -5.05486 5.88813
H -3.92974 -1.64758 2.20088
H 3.44542 0.77638 0.90779
H 4.35558 1.28933 -3.73814
H 6.71641 1.66338 0.60215
H -5.16877 3.03797 -5.28845
H 2.00787 -0.20714 5.38286
H -2.84039 10.05773 -9.65530
H 6.06770 2.98938 1.57532
H 5.59810 -0.41382 4.88317
H -0.80863 1.63790 0.40701
H -1.14622 -3.59911 6.83662
H -0.43366 -4.88100 8.51481
H -7.29107 0.84332 -10.33699
H -4.28938 8.17874 -11.49525
H 4.39215 -4.43125 4.64136
H 7.81301 2.72060 1.53938
H 6.13531 -2.55525 4.76140
H -6.22099 4.01528 -6.35899
H 1.46538 -6.60506 3.32302
H 5.02014 0.49014 6.79455
H 1.12321 -4.25279 8.00078
H -2.88161 0.44433 -0.23059
H 2.33259 -1.42002 1.78161
H -5.49920 -3.29292 1.06067
H -4.49372 10.30809 -10.24508
H -6.60001 2.17067 -11.28934
H -9.47692 1.55616 -7.55495
H -3.66820 4.02733 -0.61822
H 3.34152 -9.41228 4.82087
H -2.97632 -4.56614 2.19969
H 3.09040 2.02046 -2.74496
H 9.98143 2.80829 -1.12610
H 1.80151 0.97191 0.26826
H -4.06017 3.78366 -2.32336
H 8.89223 1.75984 -2.05197
H 3.12920 1.95456 -0.38418
H -2.36897 3.73552 -1.81347
H 1.06580 -8.53447 1.81898
H -2.69420 8.26368 -8.17184
H 0.03556 -7.09552 7.81620
H -5.01212 -4.95537 0.89753
H 5.18384 -1.16737 7.39460
H 4.74540 1.83133 -2.10166
H 4.84289 -8.48667 4.70796
H -5.46373 -4.37330 2.51876
H 2.89385 -1.03186 -0.68196
H 3.71098 -2.02536 2.43781
H 1.83121 -9.57301 3.03590
H -2.09735 1.92621 1.59069
H 4.13001 -9.16198 3.23797
H 1.05678 -0.38781 9.63493
H -4.12463 -2.70274 3.62299
H -3.13093 10.36611 -11.37743
H 3.73357 -0.58788 9.21093
H -6.15670 3.36445 -9.16571
H -5.55873 1.20751 -10.22649
H -1.64989 -1.11670 1.32181
```

Atomic partial charges in e from the Löwdin method, atoms 1 to 2: number 1, I, carries 0.72; number 2, Cl, carries 0.63